# 1
Computed, not measured: a gas-phase ion, C13H26FN5P (charge +1), with wB97M-V/def2-TZVPD.

Geometry as ORCA input:
```
! wB97M-V def2-TZVPD RIJCOSX def2/J DEFGRID3
* xyz 1 1
H -5.237 -0.494 2.092
N -4.600 0.022 1.487
C -4.230 1.106 2.007
C -3.283 1.997 1.211
N -1.990 1.343 1.033
C -1.289 0.679 1.945
N -0.179 0.166 1.466
C -0.157 0.508 0.158
N 0.839 0.123 -0.653
C 1.929 -0.716 -0.055
C 2.738 0.060 0.981
C 1.404 -2.120 0.338
C 2.076 -2.807 1.530
C 1.537 -2.400 2.898
P 0.904 0.526 -2.359
C 1.456 -1.036 -3.114
C 2.431 1.517 -2.410
N -1.258 1.264 -0.147
C -1.763 1.922 -1.351
C -2.480 0.974 -2.316
F -2.182 1.355 -3.599
H -4.542 1.465 2.991
H -3.748 2.156 0.244
H -3.155 2.971 1.684
H -1.620 0.578 2.967
H 2.610 -0.885 -0.884
H 3.110 0.981 0.529
H 3.610 -0.516 1.282
H 2.164 0.329 1.861
H 1.541 -2.764 -0.534
H 0.329 -2.079 0.525
H 1.892 -3.878 1.416
H 3.162 -2.701 1.486
H 2.080 -2.921 3.687
H 0.487 -2.685 2.984
H 1.624 -1.332 3.088
H 1.340 -0.897 -4.190
H 2.503 -1.277 -2.925
H 0.824 -1.865 -2.798
H 2.687 1.714 -3.452
H 3.281 1.052 -1.908
H 2.234 2.474 -1.924
H -2.429 2.714 -1.025
H -0.938 2.398 -1.871
H -2.149 -0.053 -2.166
H -3.564 1.033 -2.205
*
```

Calculated values
**SMILES string**: [H]/N=C/Cn1cnc(N([C@@H](C)CCC)P(C)C)[n+]1CCF
**Total energy**: -33352.7623 eV
**HOMO energy**: -12.120 eV
**LUMO**: -2.6 eV
**HOMO-LUMO gap**: 9.501 eV

# 2
Computed, not measured: a molecular structure, C34H36GeN8O5V, with wB97M-V/def2-TZVPD.

Geometry as ORCA input:
```
! wB97M-V def2-TZVPD RIJCOSX def2/J DEFGRID3
* xyz 1 3
V -0.382 0.073 -0.139
O 1.593 3.406 -1.715
C 0.913 2.535 -1.003
O 0.809 1.346 -1.294
C 0.240 2.986 0.231
C 0.168 4.262 0.762
C -0.526 4.415 1.962
C -1.096 3.311 2.567
C -0.969 2.064 1.953
N -0.322 1.923 0.814
C -1.539 0.755 2.483
O -2.096 0.751 3.566
O -1.337 -0.224 1.687
H 1.943 2.965 -2.522
H 0.640 5.095 0.264
H -0.615 5.392 2.416
H -1.635 3.379 3.499
C -2.700 -4.198 -0.091
N -1.517 -4.029 0.735
C -1.064 -5.149 1.543
C -0.815 -2.875 0.630
N -1.017 -1.980 -0.273
N 0.199 -2.739 1.567
C 1.205 -1.803 1.622
N 2.094 -2.029 2.629
N 1.334 -0.857 0.759
H -3.278 -5.036 0.289
H -2.440 -4.398 -1.136
H -3.332 -3.310 -0.039
H -1.281 -5.006 2.606
H 0.002 -5.328 1.401
H -1.585 -6.045 1.218
H -1.718 -2.260 -0.948
H 0.105 -3.316 2.385
H 1.914 -2.709 3.346
H 2.761 -1.313 2.854
H 2.186 -0.329 0.911
N -2.495 3.688 -4.007
C -3.562 2.873 -3.799
O -4.506 2.811 -4.555
C -3.507 2.011 -2.569
C -4.705 1.584 -1.998
C -4.655 0.741 -0.903
C -3.418 0.336 -0.424
N -2.268 0.723 -0.982
C -2.320 1.549 -2.029
H -2.537 4.306 -4.801
H -1.844 3.901 -3.273
H -5.640 1.909 -2.430
H -5.555 0.391 -0.420
H -3.325 -0.319 0.435
H -1.368 1.792 -2.487
C -1.419 -1.170 -3.692
Ge 0.304 -1.139 -2.670
C 1.571 0.037 -3.642
C 2.943 -0.145 -3.505
C 3.849 0.782 -3.999
C 3.398 1.917 -4.656
C 2.030 2.103 -4.834
C 1.135 1.170 -4.329
C 1.073 -2.966 -2.787
C 1.564 -3.579 -1.663
C 2.089 -4.887 -1.687
C 2.109 -5.590 -2.856
C 1.639 -4.997 -4.053
C 1.686 -5.702 -5.279
C 1.266 -5.118 -6.439
C 0.781 -3.796 -6.421
C 0.715 -3.098 -5.249
C 1.135 -3.673 -4.025
H -1.515 -2.101 -4.253
H -1.481 -0.350 -4.409
H -2.285 -1.090 -3.032
H 3.315 -1.025 -2.990
H 4.911 0.615 -3.877
H 4.102 2.637 -5.052
H 1.667 2.963 -5.383
H 0.072 1.337 -4.477
H 1.573 -3.036 -0.725
H 2.476 -5.327 -0.777
H 2.495 -6.601 -2.893
H 2.071 -6.714 -5.278
H 1.307 -5.662 -7.371
H 0.464 -3.331 -7.344
H 0.355 -2.077 -5.259
*
```

Calculated values
**Energy above the lowest of the compared OMol25 structures with the same formula, charge and spin**: 29.7 kJ/mol
**Total energy**: -140204.1493 eV
**HOMO energy (alpha / beta)**: -9.573 / -9.167 eV
**LUMO (alpha / beta)**: -3.3 / -3.5 eV
**HOMO-LUMO gap (alpha / beta)**: 6.244 / 5.654 eV

# 3
Computed, not measured: a molecular structure, C25H35Cl2N4O3SeZn, with wB97M-V/def2-TZVPD.

Geometry as ORCA input:
```
! wB97M-V def2-TZVPD RIJCOSX def2/J DEFGRID3
* xyz -1 1
O -2.359 3.044 0.229
C -2.013 3.635 -0.844
C -2.843 4.719 -1.317
C -4.163 4.839 -0.804
H -4.567 4.030 -0.186
C -4.892 6.002 -1.013
H -5.888 6.088 -0.580
C -4.348 7.065 -1.752
H -4.914 7.984 -1.886
C -3.089 6.915 -2.352
H -2.691 7.729 -2.962
C -2.345 5.756 -2.144
H -1.343 5.643 -2.552
H -1.045 3.416 -1.300
C -0.605 1.996 -3.683
C 0.643 1.653 -2.896
H -0.618 1.379 -4.597
H -0.634 3.065 -3.936
H -1.521 1.745 -3.121
C 1.125 0.387 -2.817
C 0.866 -0.767 -3.747
H 1.769 0.129 -1.970
H 0.402 -0.510 -4.717
H 0.231 -1.508 -3.221
H 1.819 -1.293 -3.975
Zn -2.337 1.452 1.115
Cl -3.918 0.060 0.524
Cl 1.496 2.915 -2.118
C -0.341 -2.954 -0.534
O 0.244 -2.146 0.192
N -0.011 -4.265 -0.655
C 1.102 -4.815 0.102
C -0.952 -5.209 -1.238
H -1.217 -2.669 -1.160
H 1.827 -4.019 0.293
H 1.563 -5.612 -0.492
H 0.772 -5.253 1.055
H -1.527 -4.689 -2.014
H -1.652 -5.611 -0.486
H -0.398 -6.045 -1.681
H 5.940 0.095 1.019
H 5.271 2.513 1.899
C 5.307 0.315 0.148
C 4.729 2.584 0.943
N 4.277 1.275 0.498
H 4.839 -0.602 -0.216
C 2.986 0.888 0.627
O 2.571 -0.259 0.433
H 3.860 3.240 1.070
H 2.310 1.719 0.925
H 5.941 0.755 -0.631
H 5.407 3.014 0.195
C 1.718 -1.049 3.650
N 0.355 -1.397 3.292
C -0.555 -0.565 2.707
Se -0.352 1.254 2.423
N -1.632 -1.339 2.389
C -1.396 -2.669 2.728
C -2.092 -3.835 2.425
C -1.506 -5.048 2.809
C -0.250 -5.065 3.443
C 0.467 -3.887 3.697
C -0.148 -2.699 3.334
H 2.390 -1.119 2.785
H 2.057 -1.742 4.427
H 1.726 -0.021 4.021
H -2.399 -1.001 1.786
H -3.045 -3.769 1.904
H -2.021 -5.991 2.607
H 0.167 -6.027 3.736
H 1.450 -3.851 4.166
*
```

Calculated values
**Total energy**: -177406.2746 eV
**HOMO energy (alpha / beta)**: -2.744 / -0.825 eV
**LUMO (alpha / beta)**: 2.4 / 2.4 eV
**HOMO-LUMO gap (alpha / beta)**: 5.101 / 3.190 eV

# 4
Computed, not measured: a molecular structure, C5H7NO2, with wB97M-V/def2-TZVPD.

Geometry as ORCA input:
```
! wB97M-V def2-TZVPD RIJCOSX def2/J DEFGRID3
* xyz 0 1
C -1.979 1.170 -0.019
C -1.342 -0.132 -0.227
C 0.990 -1.353 -0.152
C 2.135 -0.440 0.126
C 1.058 0.691 0.035
H -3.070 0.488 -0.638
H -1.286 2.326 -0.218
H -2.441 1.188 1.342
H 0.655 -2.340 0.573
H 1.086 -1.598 -1.326
H 3.045 -0.172 -0.634
H 2.260 -0.297 1.351
N 0.036 -0.277 -0.093
O -2.122 -1.131 0.036
O 0.974 1.879 -0.156
*
```

Calculated values
**Energy above the lowest of the compared OMol25 structures with the same formula, charge and spin**: 597.8 kJ/mol
**Total energy**: -10877.4220 eV
**HOMO energy**: -10.102 eV
**LUMO**: 0.0 eV
**HOMO-LUMO gap**: 10.086 eV

# 5
Computed, not measured: a molecular structure, C17H32IrN4O3, with wB97M-V/def2-TZVPD.

Geometry as ORCA input:
```
! wB97M-V def2-TZVPD RIJCOSX def2/J DEFGRID3
* xyz 4 2
Ir 0.496 0.107 0.041
C -1.802 -1.586 1.363
C -2.417 -1.239 0.036
N -1.354 -1.320 -0.967
C -1.660 -0.779 -2.287
C -1.570 0.711 -2.200
C -2.227 1.531 -3.095
C -2.168 2.908 -2.934
C -1.476 3.420 -1.843
C -0.828 2.555 -0.988
C -0.078 3.038 0.211
N 0.122 1.855 1.094
C -1.067 1.673 1.995
C -0.883 0.366 2.697
N -0.613 -0.694 1.657
N -0.847 1.210 -1.169
H -1.441 -2.616 1.350
H -2.522 -1.509 2.176
H -2.851 -0.238 0.015
H -3.209 -1.954 -0.217
H -0.939 -2.250 -1.011
H -2.673 -1.081 -2.575
H -0.980 -1.189 -3.034
H -2.798 1.089 -3.902
H -2.680 3.568 -3.624
H -1.446 4.486 -1.652
H -0.642 3.802 0.749
H 0.890 3.470 -0.035
H 0.926 2.048 1.691
H -1.958 1.684 1.366
H -1.119 2.514 2.688
H -1.750 0.093 3.297
H -0.023 0.403 3.369
H 0.072 -1.306 2.100
C 2.388 2.050 -1.850
O 1.819 0.726 -1.557
C 2.711 -0.314 -2.064
C 1.932 -1.594 -2.092
O 1.243 -1.777 -0.810
C 1.952 -2.584 0.185
C 2.884 -1.704 0.959
O 2.102 -0.533 1.372
C 2.933 0.358 2.198
H 2.705 2.051 -2.891
H 3.235 2.244 -1.193
H 1.605 2.786 -1.732
H 3.605 -0.351 -1.443
H 3.004 -0.041 -3.079
H 2.570 -2.456 -2.282
H 1.152 -1.563 -2.849
H 2.485 -3.388 -0.322
H 1.181 -3.030 0.814
H 3.740 -1.364 0.378
H 3.242 -2.203 1.861
H 3.365 -0.241 2.997
H 2.293 1.112 2.647
H 3.713 0.809 1.587
*
```

Calculated values
**Total energy**: -33046.0064 eV
**HOMO energy (alpha / beta)**: -22.553 / -22.559 eV
**LUMO (alpha / beta)**: -14.0 / -16.1 eV
**HOMO-LUMO gap (alpha / beta)**: 8.597 / 6.490 eV

# 6
Computed, not measured: a molecular structure, C28H50ClN10O6Tl, with wB97M-V/def2-TZVPD.

Geometry as ORCA input:
```
! wB97M-V def2-TZVPD RIJCOSX def2/J DEFGRID3
* xyz -2 1
Tl 0.840 0.435 -0.776
C -3.258 3.230 -0.119
C -1.983 4.057 -0.049
N -0.852 3.435 -0.729
C 1.193 2.550 1.541
C 2.063 1.972 2.609
N 1.672 0.680 3.148
C 0.292 0.597 3.582
C -0.102 -0.838 3.897
C -0.027 -1.761 2.680
N -0.736 -1.243 1.528
C -2.185 -1.248 1.599
C -2.836 0.097 1.915
N -2.486 1.140 0.969
C -3.435 2.229 1.014
H -3.310 2.711 -1.078
H -4.106 3.920 -0.086
H -1.676 4.210 0.990
H -2.145 5.048 -0.496
H 0.075 3.806 -0.546
H 0.116 2.439 1.552
H 1.612 3.337 0.923
H 2.123 2.698 3.442
H 3.082 1.878 2.222
H 1.890 -0.016 2.434
H -0.415 0.979 2.834
H 0.168 1.213 4.485
H -1.121 -0.845 4.301
H 0.553 -1.240 4.677
H -0.407 -2.757 2.985
H 1.016 -1.892 2.380
H -0.410 -1.707 0.687
H -2.534 -1.969 2.358
H -2.579 -1.577 0.634
H -2.578 0.427 2.929
H -3.929 -0.081 1.917
H -2.452 0.743 0.029
H -3.327 2.749 1.978
H -4.477 1.863 0.978
O 2.668 -0.730 0.767
C 3.896 -1.025 0.515
C 4.495 -2.210 1.025
C 5.780 -2.589 0.689
C 6.571 -1.797 -0.138
C 6.042 -0.591 -0.586
C 4.757 -0.186 -0.262
C 4.298 1.159 -0.692
N 4.541 2.280 -0.026
C 3.968 3.272 -0.783
C 3.397 2.744 -1.907
N 3.633 1.394 -1.857
H 3.888 -2.830 1.678
H 6.177 -3.521 1.082
H 7.572 -2.103 -0.415
H 6.642 0.068 -1.206
H 4.030 4.310 -0.492
H 2.864 3.200 -2.725
H 3.046 0.645 -2.387
O -3.361 -1.366 -3.408
Cl -2.868 -0.156 -2.725
O -4.035 0.579 -2.187
O -0.987 2.742 -1.780
O -2.077 -0.618 -1.545
C 0.778 1.364 -4.327
C 1.724 0.161 -4.268
C 1.184 -0.945 -5.178
O 1.921 -0.278 -2.967
H 0.696 1.763 -5.344
H 1.118 2.164 -3.666
H -0.221 1.075 -3.989
H 2.691 0.483 -4.713
H 0.196 -1.266 -4.841
H 1.853 -1.807 -5.165
H 1.089 -0.598 -6.213
C -0.113 -4.109 -0.151
N 0.414 -2.992 -0.929
C 1.861 -3.187 -1.106
N 2.151 -4.464 -1.781
C 1.577 -5.542 -0.986
N 0.125 -5.408 -0.800
C -0.492 -5.356 -2.134
N 0.029 -4.271 -2.959
C -0.220 -3.001 -2.255
C 1.478 -4.445 -3.081
H -1.190 -3.973 -0.015
H 0.366 -4.115 0.832
H 2.344 -3.174 -0.131
H 2.255 -2.364 -1.705
H 2.056 -5.550 -0.004
H 1.776 -6.498 -1.484
H -1.570 -5.221 -2.017
H -0.307 -6.310 -2.638
H -1.294 -2.839 -2.152
H 0.201 -2.178 -2.827
H 1.882 -3.621 -3.668
H 1.680 -5.390 -3.598
*
```

Calculated values
**Energy above the lowest of the compared OMol25 structures with the same formula, charge and spin**: 43.0 kJ/mol
**Total energy**: -74242.3594 eV
**HOMO energy (alpha / beta)**: -2.075 / -2.148 eV
**LUMO (alpha / beta)**: 4.3 / 4.3 eV
**HOMO-LUMO gap (alpha / beta)**: 6.410 / 6.432 eV